[1]
Molecular formula: C29H40CaCl3F2LiMgN3O17PS2
Method: DFT, ωB97M-V with the def2-TZVPD basis set

Cartesian coordinates (Å):
C 5.161472 -0.419395 1.776871
C 3.703848 -0.494534 2.209506
O 3.542233 -1.150154 3.460931
C 2.781359 -1.191840 1.191438
C 2.052552 -0.253475 0.286963
C 2.419118 -0.257738 -1.068513
C 1.831069 0.596451 -1.998481
C 0.850286 1.514115 -1.601094
P 0.264986 2.524874 -3.002284
O -1.362565 2.721785 -2.802360
Cl 1.049689 4.391942 -2.642694
C 0.442297 1.503829 -0.247527
C 1.019858 0.629954 0.686934
C 0.461042 0.669721 2.063092
O 1.073667 0.419794 3.059118
C -0.983597 1.058512 2.183935
C -1.738594 0.464275 3.311342
C -2.315618 -0.898607 2.849823
C -3.790273 -1.069378 3.265219
C -4.634291 -1.640656 2.167397
O -5.742077 -1.256508 1.920738
O -4.009691 -2.589461 1.478345
C -1.521000 1.873683 1.268473
C -3.008274 2.240468 1.240996
N -3.191503 2.841992 -0.092208
C -0.622102 2.397879 0.200375
O -0.738789 3.518153 -0.323359
H 5.363677 0.565400 1.356571
H 5.783216 -0.494846 2.662819
H 5.434197 -1.176626 1.051804
H 3.343504 0.527101 2.318768
H 3.374106 -0.488044 4.134646
H 3.396085 -1.827472 0.561313
H 2.091549 -1.864413 1.694960
H 3.183257 -0.956072 -1.376244
H 2.141198 0.562101 -3.032797
H -1.739912 1.829644 -2.711361
H -1.071206 0.354667 4.159639
H -2.547615 1.117883 3.628121
H -1.698596 -1.706246 3.224920
H -2.258618 -0.924739 1.764974
H -4.222398 -0.107697 3.511685
H -3.833653 -1.727925 4.128473
H -4.555585 -2.782964 0.696369
H -3.258428 2.894971 2.073714
H -3.662552 1.376866 1.301527
H -2.659436 3.687871 0.037497
H -4.189964 3.083293 -0.146546
N -3.211171 -3.787616 -1.616193
O -2.021285 -3.739909 -1.411057
O -3.721881 -4.848065 -2.115771
O -3.986374 -2.840616 -1.349226
Mg -2.880387 4.522704 -1.509024
C -3.958835 1.029169 -5.505185
O -2.604213 1.168300 -5.070892
H -4.570828 0.904705 -4.615718
H -4.296861 1.914662 -6.048150
H -4.084641 0.153009 -6.142889
H -2.054503 1.274303 -5.851705
C -1.821145 6.715359 2.083564
O -2.870399 5.753693 1.889250
H -1.107713 6.584645 1.273289
H -2.210464 7.733283 2.055012
H -1.310253 6.550329 3.031967
H -3.505266 5.861880 2.603952
C 6.269043 -4.962556 0.799275
C 5.324526 -3.694120 0.668883
O 5.604391 -2.941009 -0.279185
O 4.441593 -3.656177 1.534443
H 7.018083 -4.944985 0.015009
H 6.736433 -4.929259 1.780321
H 5.644586 -5.848887 0.716669
Li -5.563482 -5.083130 -2.132472
N 0.280049 6.781186 -5.424618
S 0.021821 7.258301 -6.881190
O 0.247140 8.631071 -7.159308
O -0.881843 6.520884 -7.670765
F 1.614878 6.598464 -7.530095
S -0.876023 7.220345 -4.390043
O -0.473116 7.057575 -3.043356
O -2.185199 6.818076 -4.771599
F -0.866311 8.776432 -4.590077
C 2.093225 -6.630098 1.239513
C 1.737647 -5.301082 1.056227
C 0.716055 -4.973786 0.172141
C 0.043560 -5.976093 -0.519373
C 0.399143 -7.303856 -0.324698
C 1.425883 -7.630687 0.548750
H 2.891102 -6.882879 1.926164
H 2.261497 -4.528607 1.600734
H 0.434310 -3.937983 0.020767
H -0.758449 -5.718856 -1.195170
H -0.126168 -8.087286 -0.856189
H 1.703856 -8.666810 0.693880
Ca 3.517884 6.960374 -7.251602
C 2.012063 -3.050990 5.488538
Cl 1.379199 -4.430379 4.579787
Cl 2.792887 -3.540213 6.998848
H 2.740182 -2.550978 4.863756
H 1.187847 -2.390267 5.730984

Cartesian forces, eV/Å:
-0.09 0.31 0.14
-0.37 0.20 0.11
0.16 -0.16 0.11
0.18 -0.08 -0.26
-0.10 0.32 -0.28
-0.36 0.42 0.11
-0.13 0.02 0.61
-0.02 0.16 0.56
1.10 -0.86 -0.93
-0.77 0.80 0.76
-0.33 0.09 0.22
0.66 -0.48 -0.41
0.29 -0.13 -0.82
-0.30 0.17 -0.44
0.50 -0.34 0.67
-0.12 0.32 -0.28
-0.09 -0.14 0.18
-0.18 0.41 0.02
0.71 -0.15 -0.06
0.35 -0.07 0.32
-0.71 0.27 -0.34
-0.06 -0.17 -0.08
-0.27 -0.12 -0.06
1.47 -0.52 0.09
-2.39 0.68 -0.62
-0.35 0.59 0.25
-0.36 -0.11 0.32
0.03 0.05 -0.24
0.14 -0.17 0.08
0.10 -0.18 -0.01
-0.04 0.14 0.11
0.03 0.11 0.00
0.07 -0.26 -0.03
-0.12 0.10 0.31
0.08 -0.06 -0.08
0.00 -0.06 -0.12
-0.29 0.07 -0.32
0.08 -0.07 0.12
-0.06 0.16 -0.04
0.06 -0.18 -0.05
0.04 -0.21 -0.16
-0.22 0.04 0.25
-0.26 0.01 0.18
0.24 -0.10 -0.18
-0.10 0.32 -0.13
0.16 -0.32 -0.02
0.46 0.33 1.45
-0.01 -0.10 0.17
0.04 0.03 0.18
-0.08 0.26 -0.12
-0.57 -0.40 -0.13
-0.33 -0.08 0.00
1.58 -0.81 -1.04
0.13 0.00 -0.06
-0.15 0.08 0.09
-0.01 -0.03 0.02
-0.02 0.01 0.01
-0.03 -0.02 0.03
0.07 -0.04 0.02
-0.06 -0.03 0.04
0.08 -0.11 -0.32
0.01 -0.03 0.00
0.00 0.01 -0.02
0.02 -0.01 -0.01
-0.05 -0.01 -0.03
0.13 -0.05 -0.08
0.02 -0.18 -0.14
-0.12 0.04 0.04
0.09 0.09 0.06
-0.02 0.06 -0.03
-0.07 0.02 0.04
-0.07 0.03 0.04
0.75 0.29 0.06
0.25 0.14 -0.19
-2.21 0.57 0.14
0.70 -0.08 -0.01
0.29 -0.31 -0.06
-0.24 -0.70 -0.38
-0.74 0.99 0.64
0.47 -0.59 0.09
0.20 -0.36 -0.27
0.03 0.00 -0.14
0.03 0.00 0.03
-0.11 0.10 -0.05
0.00 -0.13 0.02
0.06 -0.02 0.08
-0.03 0.01 -0.05
0.02 -0.04 0.03
0.01 0.01 0.02
0.05 -0.01 -0.03
-0.02 0.00 0.00
0.00 0.00 -0.03
0.00 -0.01 -0.02
0.00 -0.01 0.01
1.12 0.33 0.31
0.06 0.00 -0.01
-0.07 0.05 -0.01
-0.02 0.02 0.00
0.04 -0.11 -0.03
-0.05 -0.05 0.04

HOMO energy = -9.760 eV
total charge = +2

---

[2]
Molecular formula: C29H40ErGe2O4S2Se
Method: DFT, ωB97M-V with the def2-TZVPD basis set

Cartesian coordinates (Å):
Er -13.571958 4.253308 12.552260
C -19.403537 2.547512 11.915310
Ge -18.259185 4.121419 11.855697
C -17.244273 4.635659 13.474746
C -19.243536 5.684033 11.128659
C -16.864145 3.539981 10.610557
Se -15.163797 4.592132 10.392691
C -15.766269 6.426924 10.615774
H -19.505805 2.117095 10.858566
H -20.367858 3.015446 12.192306
H -19.049042 1.863647 12.665393
H -16.926006 3.689024 13.938866
H -17.915446 5.126291 14.219282
H -16.352935 5.286578 13.423341
H -19.833867 5.376170 10.231913
H -18.489480 6.410305 10.745249
H -19.829562 6.267691 11.833050
H -17.099291 3.176610 9.638765
H -16.490202 2.702237 11.210629
H -16.249272 6.553890 11.571344
H -16.377513 6.760814 9.785196
H -14.794555 7.010271 10.647168
C -14.127963 7.650166 13.343078
O -13.342579 6.581945 12.787835
C -11.924295 6.741816 12.731650
S -11.309151 8.174546 13.150234
S -11.213316 5.199368 12.135154
H -15.146676 7.388677 13.114066
H -13.902039 8.647201 12.942380
H -13.955575 7.768836 14.426934
O -13.920268 4.563876 14.747638
C -14.042816 3.309539 14.937553
O -14.116875 2.569952 13.887894
C -14.237432 2.825628 16.337441
C -13.601636 1.446197 16.542451
Ge -14.315392 -0.196041 15.587749
C -14.075155 -0.333926 13.634360
C -12.799135 -0.234841 13.041556
C -12.588259 -0.674146 11.708994
C -13.706007 -1.261499 11.052806
C -14.962962 -1.289943 11.617998
C -15.130134 -0.838454 12.904093
C -16.284716 -0.209479 15.719898
C -17.163486 0.597585 14.956168
C -18.552941 0.604328 15.196249
C -19.076899 -0.286842 16.144590
C -18.252700 -1.147474 16.867319
C -16.875395 -1.103380 16.620313
C -13.442175 -1.731917 16.364943
C -12.464821 -1.596574 17.269190
C -11.777410 -2.760320 17.647077
C -12.162192 -3.959323 17.115639
C -13.169278 -4.097891 16.154127
C -13.826138 -2.938068 15.738263
H -15.340435 2.934896 16.438769
H -13.807247 3.608914 17.027511
H -13.641358 1.168275 17.594452
H -12.580642 1.434430 16.285578
H -11.958920 0.120245 13.684919
H -11.628842 -0.714201 11.259196
H -13.508101 -1.680208 10.060325
H -15.761195 -1.587072 10.933090
H -16.061166 -0.953279 13.456366
H -16.743658 1.143147 14.113293
H -19.243402 1.238130 14.693964
H -20.116054 -0.358298 16.349745
H -18.681670 -1.902576 17.580840
H -16.221703 -1.711881 17.236342
H -12.162955 -0.644415 17.724005
H -11.049223 -2.746576 18.435120
H -11.646922 -4.896280 17.341939
H -13.391423 -5.115706 15.822927
H -14.605488 -3.002038 14.989736
C -11.816651 2.413366 10.239069
O -12.609636 2.581207 11.413662
H -11.010768 1.665332 10.381318
H -11.404908 3.335814 9.957128
H -12.466376 2.044645 9.448638
H -12.806607 1.695006 11.762500

Cartesian forces, eV/Å:
0.64 0.40 1.23
-0.63 0.90 -1.17
-0.08 1.50 -0.50
-0.48 -0.33 0.96
0.83 0.12 -1.07
1.76 0.14 0.92
-1.85 0.08 -1.17
1.73 0.78 -0.03
0.25 0.42 1.67
0.22 -0.76 0.00
-0.13 -0.57 0.01
0.04 0.23 0.05
0.39 -0.35 -0.55
-0.40 -0.21 -0.42
0.19 0.25 0.85
-0.43 -0.53 0.20
-0.30 -0.35 0.11
-0.43 -0.15 -0.70
0.03 -0.31 -0.32
-0.33 -0.04 0.05
-0.01 -0.12 -0.03
-1.21 -0.51 -0.20
0.10 0.72 0.79
0.53 0.13 -0.23
-0.19 -0.23 -0.28
0.50 -0.68 -0.18
-0.18 1.66 0.54
-0.33 -0.07 0.19
0.12 -0.58 -0.43
-0.12 -0.51 -0.41
0.16 -0.12 0.01
-0.59 1.06 -0.30
0.19 -0.41 0.75
0.52 0.38 -0.03
-1.89 -0.85 0.08
-0.76 1.53 -0.17
1.27 -0.09 0.27
0.45 -0.03 -0.23
-2.20 -0.55 1.57
1.74 0.66 -0.50
0.10 0.08 -1.51
-0.61 -0.13 0.90
-0.91 -0.28 0.10
-0.24 -0.18 0.30
1.13 -1.18 0.86
0.90 -0.17 0.23
0.07 -0.48 -0.22
0.05 0.37 0.78
-2.46 0.62 -2.58
1.97 -0.58 1.66
-0.46 0.38 0.45
0.25 -1.50 -0.67
-0.17 0.64 0.15
0.96 -1.07 1.07
0.44 -0.67 0.28
-0.36 -0.83 -0.77
-0.11 0.02 0.11
1.46 0.44 -0.31
-0.55 -0.24 -0.78
0.76 0.09 -0.28
-0.37 0.18 0.28
-0.08 -0.28 0.74
-0.07 -0.02 -0.63
-0.10 0.36 0.22
-0.22 0.45 -0.55
-0.85 0.27 -0.09
0.50 0.99 -0.78
-0.03 -0.20 -0.09
-0.32 -0.34 -0.30
0.44 0.13 0.06
0.02 0.45 0.41
-0.13 0.53 -0.21
-0.05 0.25 0.00
-0.06 -1.80 -0.43
-0.04 -0.50 0.24
-0.44 0.53 0.21
0.52 1.29 -0.21
0.02 0.02 -0.18
-0.10 -0.30 0.22

multiplicity = 4
HOMO energy (alpha / beta) = -11.256 / -11.256 eV
total charge = +1